Entry 1:
27
Properties=species:S:1:pos:R:3:forces:R:3:nbo_charge:R:1 method="wB97M-V/def2-TZVPD" e_lumo_ha=-0.0239
Li 0.309866 0.469119 -0.362053 0.03 -0.48 0.00 0.895
O -0.685077 -1.310138 -0.025523 1.65 4.34 -4.09 -1.194
H -0.991847 -2.109453 0.190479 -1.88 -5.08 0.79 0.467
O 0.045938 3.515892 2.059029 -0.22 -3.24 -0.34 -0.922
H 0.421714 2.698527 1.606380 -0.86 1.10 1.17 0.467
H 0.571525 4.141449 1.630477 1.21 2.18 -0.80 0.453
O -0.197352 -0.733450 2.040264 2.09 1.34 8.13 -0.988
H -0.162944 -1.577414 2.525995 0.40 0.83 0.39 0.478
H -0.555250 -1.015725 1.266574 -1.95 -0.64 -4.45 0.460
O 1.759018 -2.379621 0.633158 -0.50 -3.74 -0.28 -0.936
H 2.333369 -1.705434 0.772988 3.18 2.72 0.96 0.436
H 1.004797 -1.894055 0.384707 -2.34 0.63 -0.80 0.476
O -1.085282 -1.587403 -2.588920 0.61 0.32 0.40 -1.010
H -1.989004 -1.869651 -2.698025 -0.44 -0.06 -0.03 0.468
H -0.944818 -1.509282 -1.598646 -0.14 -0.18 -0.92 0.486
O 1.619220 0.823616 1.161936 0.13 0.58 -0.64 -1.069
H 2.521245 0.417568 1.076386 -1.79 0.39 0.90 0.502
H 0.939014 0.472846 1.831892 1.59 -0.92 -0.47 0.544
O -3.176681 -0.469847 -0.121512 2.39 0.02 -2.87 -1.000
H -2.149158 -0.655070 -0.193742 -2.43 0.30 0.45 0.484
H -3.380305 -0.575632 0.768113 -0.53 -0.22 2.48 0.454
O 1.742519 0.333233 -1.991100 -1.03 -0.95 0.71 -0.979
H 2.098244 -0.557342 -2.160479 -0.09 0.62 -0.11 0.511
H 2.359534 1.001901 -2.243350 0.82 0.31 -0.35 0.489
O -0.998547 1.914033 -0.965891 2.21 2.07 0.51 -0.938
H -1.016162 1.469199 -1.794277 -0.68 -0.95 -1.51 0.487
H -0.393577 2.692134 -1.204860 -1.41 -1.29 0.78 0.478

=====

Entry 2:
20
Properties=species:S:1:pos:R:3:forces:R:3:nbo_charge:R:1 method="wB97M-V/def2-TZVPD" e_lumo_ha=0.0109 smiles=Cc1cccc2cccnc12
C -1.531410 -0.736989 -2.233750 -0.48 1.33 -1.81 -0.649
C -0.270816 -0.372498 -1.464078 -1.14 -0.95 0.33 0.075
C 0.974602 -0.604973 -1.955713 0.35 0.44 -0.52 -0.232
C 2.158444 -0.411352 -1.189365 0.08 -0.39 -1.06 -0.215
C 2.037894 -0.043481 0.084860 0.93 0.60 2.15 -0.179
C 0.749171 0.132359 0.668269 1.24 0.61 1.39 -0.092
C 0.673898 0.599877 2.025009 -0.58 -0.18 -1.64 -0.135
C -0.582249 0.834153 2.462857 -1.04 1.24 2.78 -0.270
C -1.725991 0.582052 1.712362 -0.16 -0.98 -3.23 0.044
N -1.700199 0.159566 0.432353 1.59 0.30 1.32 -0.397
C -0.415929 -0.036056 -0.081768 -1.19 0.31 0.00 0.108
H -2.058231 -1.559665 -1.758093 0.04 -0.08 0.02 0.230
H -1.312557 -0.990082 -3.314941 0.07 -0.06 1.26 0.208
H -2.295421 0.101994 -2.355477 1.09 -0.86 0.64 0.230
H 1.037799 -0.854356 -3.002147 0.21 -0.25 -0.17 0.211
H 3.164514 -0.559338 -1.573394 -0.34 -0.03 -0.38 0.218
H 2.963070 0.162337 0.722157 -1.44 -0.38 -0.88 0.209
H 1.570569 0.856548 2.570807 -0.04 -0.14 0.11 0.222
H -0.846792 1.313663 3.443749 0.86 -0.64 -0.77 0.217
H -2.727255 0.753373 2.068767 -0.07 0.12 0.46 0.198

=====

Entry 3:
63
Properties=species:S:1:pos:R:3:forces:R:3:nbo_charge:R:1 method="wB97M-V/def2-TZVPD" spin_multiplicity=4 total_charge=-2 e_lumo_ha="0.1512 / 0.1504"
V -0.561664 0.081652 -0.202516 -0.23 -0.09 1.08 1.221
O -3.836724 2.347910 0.718555 0.04 -0.19 0.06 -0.688
C -2.672206 1.958092 0.699726 -0.05 0.06 -0.35 0.786
O -2.296506 0.948735 -0.042863 0.08 0.43 0.01 -0.780
C -1.647991 2.729671 1.510224 -0.17 -0.10 -0.15 -0.313
C -2.154971 3.786154 2.271738 0.07 -0.15 -0.06 -0.148
C -1.286748 4.564724 2.997251 -0.15 0.35 0.25 -0.051
C 0.092845 4.364981 2.995728 0.02 0.00 0.00 -0.232
C 0.631222 3.331000 2.236069 -0.20 -0.30 -0.28 -0.024
C -0.264375 2.464341 1.476711 0.51 0.15 0.24 0.490
O 0.241534 1.477737 0.799742 -0.08 0.58 -0.07 -0.778
N 2.018526 3.193474 2.241009 0.40 0.16 0.14 0.365
O 2.685384 4.021050 2.963955 -0.09 -0.22 -0.14 -0.611
O 2.650152 2.314577 1.534292 -0.23 0.27 -0.04 -0.633
N -1.831923 5.659111 3.794178 0.07 -0.05 0.00 0.533
O -1.053467 6.358085 4.439093 -0.29 -0.14 -0.15 -0.435
O -3.047375 5.844571 3.796449 0.28 0.03 0.05 -0.441
H -3.218461 3.962932 2.269075 0.02 0.01 0.01 0.257
H 0.762501 4.993143 3.558115 -0.06 -0.02 -0.02 0.268
C 5.086508 -2.633113 -0.185033 0.02 -0.01 0.02 -0.646
C 5.326131 -1.151137 -0.296527 -0.07 0.09 -0.03 -0.026
C 6.631890 -0.671101 -0.332132 0.03 -0.09 0.00 -0.228
C 6.904601 0.687973 -0.404142 0.00 0.03 0.00 -0.222
C 5.861566 1.598774 -0.436012 -0.02 -0.04 -0.02 -0.231
C 4.550470 1.138634 -0.412831 0.07 -0.01 0.04 -0.141
C 4.273872 -0.224190 -0.348997 0.11 0.03 -0.02 -0.395
Sb 2.207053 -0.772084 -0.278370 -0.50 -0.35 -0.21 1.221
C 2.271285 -2.188985 -1.948929 0.22 0.08 -0.08 -0.266
C 1.829519 -3.509465 -1.936139 -0.13 0.05 0.10 -0.258
C 1.811838 -4.300899 -3.077265 0.00 -0.01 0.03 -0.220
C 2.236239 -3.772992 -4.283880 -0.01 0.01 0.02 -0.232
C 2.649137 -2.451488 -4.325834 0.06 0.08 -0.02 -0.217
C 2.671394 -1.645652 -3.188265 -0.03 -0.13 0.07 -0.057
C 3.101952 -0.211600 -3.350082 0.03 0.03 -0.05 -0.652
C 2.406006 -1.603651 1.692925 0.17 0.24 0.25 -0.360
C 2.833505 -0.542187 2.501118 -0.01 -0.20 0.08 -0.161
C 3.005091 -0.707542 3.870042 0.00 -0.01 -0.04 -0.236
C 2.753254 -1.939633 4.448133 0.01 0.06 0.04 -0.218
C 2.310427 -2.984968 3.654578 -0.04 -0.12 -0.10 -0.224
C 2.120216 -2.838267 2.281839 0.03 0.09 -0.06 -0.043
C 1.590398 -3.997555 1.492682 -0.07 -0.01 0.04 -0.638
H 6.036002 -3.168511 -0.148973 0.01 -0.03 0.01 0.199
H 4.506761 -3.013884 -1.027058 0.04 0.01 -0.01 0.228
H 4.522994 -2.866081 0.721950 0.02 0.01 0.01 0.234
H 7.448307 -1.386117 -0.290850 0.01 0.04 0.00 0.190
H 7.933695 1.029503 -0.418311 -0.01 0.01 0.00 0.195
H 6.053389 2.663655 -0.460024 0.01 0.01 0.01 0.208
H 3.736029 1.852940 -0.392173 -0.01 0.02 0.05 0.251
H 1.455004 -3.931653 -1.018105 0.00 -0.03 0.01 0.218
H 1.455459 -5.322650 -3.015042 0.00 0.01 -0.01 0.198
H 2.228741 -4.372199 -5.186678 0.00 0.00 0.00 0.196
H 2.961866 -2.013716 -5.268394 -0.01 -0.03 -0.02 0.193
H 3.303673 0.000744 -4.399828 -0.02 0.04 -0.03 0.203
H 3.999502 0.019470 -2.777167 0.00 -0.05 -0.06 0.243
H 2.327105 0.480525 -3.010219 -0.03 0.00 0.02 0.229
H 2.991322 0.456846 2.093172 -0.01 -0.04 0.01 0.267
H 3.316804 0.141167 4.466048 0.00 0.00 0.01 0.217
H 2.875225 -2.086436 5.515440 0.01 0.01 0.00 0.195
H 2.083240 -3.947207 4.103292 0.01 0.02 0.02 0.188
H 1.357456 -4.833379 2.153988 -0.03 -0.02 -0.02 0.199
H 2.316707 -4.347242 0.757455 0.05 0.01 -0.01 0.203
H 0.676972 -3.695225 0.976995 -0.04 0.00 -0.05 0.252
O -0.646793 -1.388075 0.485328 0.18 -0.58 -0.57 -0.842

=====

Entry 4:
71
Properties=species:S:1:pos:R:3:forces:R:3:lowdin_charge:R:1 method="wB97M-V/def2-TZVPD" total_charge=+1 e_lumo_ha=-0.0773
Rb 0.507537 -1.056284 0.472715 0.01 0.09 0.36 0.691
C -0.763570 2.005621 1.889571 -0.03 -0.04 0.17 -0.210
C 0.147417 1.803700 3.100234 0.00 0.02 0.03 -0.198
N 1.075555 0.672823 2.973208 -0.07 -0.01 -0.04 -0.095
C 1.050286 -0.268700 4.093920 -0.02 0.00 0.02 -0.217
C -0.300473 -0.958428 4.292143 -0.02 0.03 0.01 -0.205
N -0.831423 -1.585873 3.082859 0.03 0.02 -0.02 -0.123
C -2.215143 -1.250720 2.743046 -0.01 0.10 0.03 -0.214
C -2.432785 0.237922 2.440892 0.06 0.09 0.13 -0.199
N -1.474704 0.796451 1.493412 -0.06 -0.09 -0.10 -0.130
H -1.444697 2.833451 2.139694 0.02 0.04 -0.06 0.122
H -0.156892 2.323649 1.037216 -0.02 -0.02 -0.02 0.111
H 0.692514 2.738107 3.260641 -0.01 0.01 -0.01 0.125
H -0.465636 1.671847 3.994345 0.01 0.00 0.00 0.104
H 2.016689 1.031158 2.877590 0.01 -0.02 0.01 0.093
H 1.819159 -1.023957 3.902476 -0.01 -0.01 -0.01 0.098
H 1.308765 0.209188 5.050847 0.02 -0.01 0.00 0.122
H -0.179309 -1.687226 5.099888 0.00 0.00 0.00 0.123
H -1.024126 -0.233954 4.669400 0.00 -0.01 0.00 0.104
H -0.743390 -2.590971 3.141600 -0.03 0.00 0.00 0.093
H -2.482252 -1.841667 1.861778 0.01 0.03 -0.02 0.109
H -2.923656 -1.527537 3.537644 -0.01 -0.02 -0.01 0.121
H -3.459755 0.353386 2.080415 -0.01 -0.03 0.01 0.123
H -2.392245 0.809362 3.371659 0.00 -0.02 0.01 0.108
H -1.907796 0.936180 0.591313 -0.01 0.06 0.06 0.063
Cl -0.975658 -3.470255 -1.031935 -0.01 -0.09 -0.19 0.492
C -0.308542 -2.712335 -2.496448 0.04 -0.14 -0.07 -0.966
Cl 1.395518 -2.229087 -2.306461 -0.06 -0.17 -0.22 0.486
H -0.882423 -1.815224 -2.686429 0.01 0.01 -0.02 -0.007
H -0.358680 -3.437805 -3.298062 0.00 0.01 -0.01 0.036
N 5.099038 -3.816384 2.310002 -0.03 0.03 0.08 -0.004
C 3.777598 -4.475135 2.368880 0.02 -0.02 0.01 -0.224
C 2.726096 -3.615121 1.674005 -0.04 0.01 -0.04 -0.314
N 1.385610 -4.175953 1.624732 -0.10 0.03 0.05 -0.002
H 5.728811 -4.214766 2.998325 0.00 -0.01 -0.01 0.108
H 4.957681 -2.248225 2.521105 0.04 0.25 -0.09 0.060
H 5.530039 -3.974309 1.404213 0.00 0.04 0.00 0.110
H 3.507374 -4.597721 3.418988 0.01 0.01 0.00 0.123
H 3.802854 -5.471773 1.919986 -0.01 -0.01 0.00 0.119
H 3.045731 -3.408203 0.646868 0.01 0.00 0.00 0.116
H 2.671738 -2.651879 2.188619 0.01 -0.01 0.00 0.074
H 1.065615 -4.446999 2.547377 0.04 0.00 0.01 0.075
H 1.333487 -4.999584 1.037799 0.05 0.02 -0.04 0.077
C -3.601249 1.257945 -1.953774 0.00 0.00 0.00 -0.037
C -2.864600 0.138619 -1.602304 0.00 -0.03 -0.01 -0.154
N -1.530965 0.108080 -1.630066 0.06 0.00 -0.03 -0.002
C -0.890595 1.207656 -2.036115 -0.02 -0.02 0.00 -0.098
C -1.537564 2.367317 -2.447565 0.02 0.00 0.01 -0.206
C -2.925597 2.386208 -2.383887 0.00 0.00 -0.01 -0.014
C -0.749525 3.534930 -2.899694 -0.02 0.01 -0.02 -0.030
C -0.784641 4.121430 -4.095429 0.00 0.00 0.01 -0.022
C -1.546239 3.713032 -5.290886 0.00 -0.01 0.00 -0.267
C -1.597248 4.556104 -6.394725 -0.01 0.01 -0.01 -0.004
C -2.310283 4.117541 -7.496764 0.00 0.01 0.00 -0.118
N -2.923318 2.938324 -7.524117 0.00 0.00 0.01 0.085
C -2.805797 2.204207 -6.422819 0.00 0.00 -0.01 -0.193
N -2.154950 2.522105 -5.312664 0.01 0.00 0.01 0.139
H -4.681128 1.236993 -1.903436 0.00 0.00 0.00 0.112
H -3.358959 -0.771294 -1.277064 0.00 0.00 0.00 0.113
H 0.194700 1.157829 -2.046493 0.00 0.01 0.00 0.101
H -3.465967 3.274066 -2.685711 0.00 0.00 0.00 0.128
H -0.067937 3.951899 -2.164673 0.00 -0.01 0.00 0.118
H -0.162363 4.997755 -4.237983 0.01 0.00 -0.01 0.111
H -1.100643 5.516474 -6.393998 0.00 0.00 0.01 0.113
H -2.392350 4.728930 -8.388241 0.00 0.00 0.00 0.113
H -3.295939 1.236634 -6.434277 0.00 0.00 0.00 0.110
N 2.462787 0.914023 -0.479726 0.05 -0.09 0.04 0.091
C 3.377061 0.750129 0.208811 0.20 0.41 -0.02 -0.367
N 4.468514 0.677457 0.969796 -0.25 -0.42 0.02 0.128
C 4.584420 -0.318551 1.739090 0.11 0.23 -0.03 -0.252
N 4.738440 -1.162611 2.544628 0.00 -0.29 0.02 0.220